Record 1
Molecular formula: C29H30N3O6
Method: DFT, wB97M-V/def2-TZVPD

Results
* gap between HOMO and LUMO: 4.1 eV
* charge: -1
* highest occupied orbital energy: -3.11 eV

Cartesian coordinates (Å):
1 O -8.44602 0.37604 1.47223
2 O -7.22479 1.09736 6.04254
3 O -5.37355 2.40678 5.67659
4 O -2.53299 0.35199 -0.10253
5 O -6.16924 0.16659 1.54720
6 O -1.95051 -1.03229 2.29832
7 N -6.37182 1.61439 3.84578
8 N -0.77962 0.17961 3.82427
9 N -7.40540 1.21313 3.29738
10 C -1.97917 5.06749 -1.68201
11 C -7.17442 1.45017 7.47153
12 C -9.75429 -0.34593 -0.41540
13 C -11.90113 0.57626 -1.05783
14 C -1.08646 3.63966 0.07139
15 C -10.22407 -0.60091 8.43833
16 C -8.46206 -1.04297 10.03145
17 C -1.50212 0.07556 2.62558
18 C -9.77345 -1.25966 9.58911
19 C -7.22264 0.53646 2.01387
20 C -11.46457 -1.77857 -1.38246
21 C -2.97617 4.11048 -1.93170
22 C 0.23519 1.21247 4.09486
23 C -0.71072 -1.01084 4.66853
24 C -7.62357 -0.16825 9.33680
25 C -12.33061 -0.68389 -1.49385
26 C -3.02363 2.93433 -1.18122
27 C -1.03708 4.82976 -0.67274
28 C -1.66285 1.30307 1.88492
29 C -10.62416 0.74527 -0.50832
30 C -9.38205 0.26879 7.73483
31 C -6.31368 1.73131 5.30257
32 C -2.08394 2.68479 -0.16777
33 C -10.18619 -1.60957 -0.84367
34 C -2.13124 1.33225 0.53986
35 C -8.36497 -0.17450 0.12314
36 C -0.27501 2.37734 4.92933
37 C 0.17810 -2.12235 4.15016
38 C -8.08129 0.49995 8.19251
39 H -0.16404 -2.43256 3.15944
40 H 0.62404 1.58163 3.13349
41 H -3.78881 2.18373 -1.38425
42 H -0.34062 3.43028 0.84042
43 H -10.29121 1.72727 -0.16044
44 H -0.25362 5.55916 -0.45871
45 H -3.71997 4.26865 -2.71346
46 H -0.53285 2.03980 5.93947
47 H -7.83630 -1.13421 0.16710
48 H 0.10974 -2.97588 4.82880
49 H -1.93719 5.98575 -2.27078
50 H -13.32800 -0.81235 -1.91522
51 H 0.51679 3.12950 5.00383
52 H -1.26622 2.21005 2.33045
53 H 1.05007 0.70897 4.63760
54 H -9.48572 -2.44359 -0.74731
55 H -8.09026 -1.54544 10.92510
56 H -0.34643 -0.66452 5.64303
57 H -7.51786 2.49389 7.57411
58 H -11.24147 -0.75441 8.07848
59 H -10.43950 -1.92564 10.14129
60 H -9.73614 0.77273 6.83168
61 H -12.56087 1.44020 -1.14203
62 H 1.22061 -1.79210 4.09989
63 H -11.77832 -2.76875 -1.71689
64 H -7.78444 0.53796 -0.48432
65 H -1.15694 2.83678 4.47173
66 H -6.13879 1.38484 7.82921
67 H -6.59725 0.02659 9.65867
68 H -1.73512 -1.39308 4.76145


Record 2
Molecular formula: C29H30N4NiO8PS
Method: DFT, wB97M-V/def2-TZVPD

Results
* gap between HOMO and LUMO (spin up / spin down): 7.6 / 7.6 eV
* energy relative to the best compared isomer or geometry (same formula, charge and spin): 0.0 kcal/mol
* charge: -1
* highest occupied orbital energy (spin up / spin down): -5.16 / -5.16 eV

Cartesian coordinates (Å):
1 Ni -0.58011 -0.33427 0.58743
2 S 1.56954 4.39396 2.80561
3 P -1.16024 -1.81156 -0.83009
4 O 1.25865 -2.77819 3.50202
5 O 1.80380 5.74633 2.37386
6 O -2.05000 1.77027 -0.76176
7 O 1.64110 -0.66543 3.26914
8 O -0.74964 1.57624 1.05851
9 O 1.86963 -1.03742 -0.28870
10 O -0.17081 -1.54020 2.46737
11 O 1.64103 4.04718 4.19453
12 N 0.07208 3.98475 2.28833
13 N 0.93356 -1.66103 3.08482
14 N -2.50293 -0.56261 1.24850
15 N -2.86182 -1.62487 -0.74957
16 C 3.41951 3.82080 0.86159
17 C -0.88613 -3.59639 -0.65574
18 C -4.76917 -0.83898 0.54955
19 C -5.19352 -0.21018 1.69918
20 C 2.69596 1.98430 2.25574
21 C -2.92631 0.03139 2.36493
22 C -0.82802 -1.47352 -2.58200
23 C -0.49263 -6.31541 -0.25472
24 C 4.20797 2.93813 0.13338
25 C 2.66602 3.33338 1.91681
26 C 1.03695 -0.15536 -0.30327
27 C 1.27285 1.13003 -1.06932
28 C -1.38222 -4.52017 -1.57797
29 C 4.24231 1.58389 0.44694
30 C -1.47535 2.23565 0.22484
31 C -3.39426 -1.00048 0.35805
32 C -4.26390 0.22940 2.63781
33 C -0.19303 -4.03894 0.46658
34 C -1.60119 3.72635 0.52550
35 C 0.44991 -1.80186 -4.59708
36 C -1.43539 -0.35506 -3.15649
37 C -1.11651 0.01547 -4.45364
38 C 3.48483 1.11999 1.52242
39 C -0.28750 4.38336 0.92348
40 C 0.00239 -5.40220 0.66144
41 C 0.12776 -2.18412 -3.30239
42 C -1.18909 -5.87560 -1.37713
43 C -0.17718 -0.70878 -5.17682
44 C 5.04056 0.60724 -0.37015
45 H -1.57456 -6.59067 -2.09352
46 H -0.33874 -7.37651 -0.09978
47 H 4.39655 -0.21402 -0.69186
48 H 3.46886 0.06697 1.77173
49 H 1.36751 1.94921 -0.35424
50 H 5.85194 0.17715 0.22079
51 H -2.00759 4.20902 -0.36202
52 H 0.54157 -5.73610 1.53835
53 H -3.49392 -1.96495 -1.45535
54 H -2.14101 0.34625 3.03936
55 H -4.56838 0.71518 3.55313
56 H -2.11655 0.24594 -2.56421
57 H 4.78908 3.30724 -0.70434
58 H -1.91024 -4.17714 -2.46153
59 H 2.09548 1.59492 3.06709
60 H 1.19777 -2.35630 -5.14988
61 H -1.58745 0.88626 -4.89218
62 H -2.32159 3.85676 1.33888
63 H 0.07704 -0.41123 -6.18666
64 H 0.63020 -3.02838 -2.84744
65 H -0.38879 5.46730 0.90871
66 H 3.37785 4.87411 0.61813
67 H 0.49771 4.11351 0.20471
68 H 0.16731 -3.32466 1.19744
69 H 2.18341 1.05041 -1.66547
70 H -6.25287 -0.06329 1.86998
71 H 0.40708 1.33918 -1.70022
72 H 5.47444 1.08422 -1.24974
73 H -5.46875 -1.19351 -0.19543
74 H -0.10282 2.98769 2.42404


Record 3
Molecular formula: C29H30N4O2RhS4
Method: DFT, wB97M-V/def2-TZVPD

Results
* gap between HOMO and LUMO (spin up / spin down): 7.8 / 6.3 eV
* charge: +3
* ⟨S²⟩: 6.029
* highest occupied orbital energy (spin up / spin down): -16.31 / -16.66 eV
* multiplicity: 5

Cartesian coordinates (Å):
1 Rh -1.73991 1.82984 -0.36628
2 S -1.18161 4.24947 -0.33000
3 S -1.36548 1.88709 2.12064
4 S 3.14649 -3.41911 2.38505
5 S -4.06572 2.56230 0.23437
6 O 2.06912 -5.21341 -1.36536
7 O 2.61120 -5.17386 0.75575
8 N -2.58261 1.77253 -2.66056
9 N -0.98563 0.01440 -1.35863
10 N 0.44889 -0.27565 0.56601
11 N 7.40645 -3.61247 1.03172
12 C 2.64619 -1.03870 1.15625
13 C 0.64169 -2.54700 1.75461
14 C 1.83641 -0.05665 0.77974
15 C -0.21534 -1.31219 1.39078
16 C -3.72762 1.07749 -5.11729
17 C -4.13327 2.07822 1.98183
18 C 2.11725 -2.43901 1.26227
19 C 1.84165 -2.36334 -1.36433
20 C 2.17884 -4.58686 -0.20775
21 C 4.75032 -3.41955 1.78869
22 C -0.77749 4.56948 1.42493
23 C 6.49008 -3.10212 0.19830
24 C -2.91290 0.17984 -4.43218
25 C 7.01829 -4.03175 2.22732
26 C -2.82250 5.01526 -0.45638
27 C -0.29232 3.34958 2.19264
28 C -1.47166 -0.33020 -2.48843
29 C -3.35804 2.61623 -3.32589
30 C 0.20077 -3.22281 0.43666
31 C 1.66517 -3.15743 -0.10902
32 C 5.15558 -2.98307 0.51847
33 C -2.36913 0.56568 -3.22271
34 C -3.93867 4.38248 0.36521
35 C -0.01787 -0.88985 -0.70945
36 C -3.94744 2.31699 -4.55310
37 C 1.06028 -1.32860 -1.65736
38 C -0.70549 -2.02044 0.10093
39 C 5.70013 -3.96109 2.66487
40 C -2.93338 2.48492 2.82321
41 H 0.66633 2.99669 1.80914
42 H 7.78429 -4.44495 2.87199
43 H -3.03720 2.04944 3.81715
44 H -2.70242 -0.80256 -4.83443
45 H -5.04816 2.49020 2.41028
46 H -2.87512 3.56292 2.95675
47 H 3.68813 -0.83260 1.36159
48 H -3.83641 4.62389 1.42096
49 H 4.45681 -2.56345 -0.19271
50 H 0.00328 5.32954 1.43545
51 H -4.17127 0.80991 -6.06652
52 H -1.65807 5.00715 1.89178
53 H -4.25658 0.99436 1.95754
54 H -0.26905 -4.20179 0.40601
55 H -0.13967 3.61369 3.23970
56 H -4.56382 3.05781 -5.04300
57 H -4.89380 4.79449 0.03912
58 H -1.74455 -2.23336 -0.12882
59 H -3.52757 3.58588 -2.88104
60 H 5.42224 -4.31880 3.64828
61 H -2.71374 6.06408 -0.17518
62 H -3.05162 5.01168 -1.51914
63 H -0.85378 -0.90649 2.17261
64 H 0.46751 -2.98578 2.73418
65 H 6.85869 -2.78147 -0.76839
66 H 2.21094 0.94933 0.62861
67 H 2.64965 -2.62291 -2.04228
68 H 1.22418 -0.76244 -2.56747
69 H 1.68581 -4.66724 -2.06562
70 H -1.21571 -1.28390 -2.95207


What are the calculated total energy values for these records? In order: -1738.75876, -4191.94782, -3194.82563 Eh.